[1]
{"formula": "C4H11NO2S", "method": "ωB97M-V/def2-TZVPD", "species": ["N", "C", "O", "O", "H", "H", "H", "C", "C", "S", "C", "H", "H", "H", "H", "H", "H", "H", "H"], "xyz": [[2.62014, -1.50817, -2.47928], [1.46006, -1.41257, -1.73641], [1.46581, -1.40540, -0.53990], [0.31038, -1.30101, -2.45124], [3.40370, -1.05328, -2.05853], [2.60419, -1.52774, -3.47885], [0.38472, -1.80089, -3.27293], [-1.81164, 0.40165, -0.42738], [-0.88694, 0.75378, 0.72639], [-1.58724, 0.29959, 2.33626], [-0.45476, 1.25621, 3.38504], [-1.36574, 0.72018, -1.36472], [-2.81380, 0.79449, -0.24694], [-1.99118, -0.67713, -0.48683], [-0.72924, 1.83613, 0.71293], [0.07409, 0.25555, 0.61470], [0.50576, 0.74620, 3.40433], [-0.33012, 2.25866, 2.97677], [-0.85820, 1.36375, 4.38658]], "forces_ev_per_a": [[-0.4, -0.1, 0.1], [0.5, 0.0, -0.1], [-0.2, 0.4, 0.1], [-0.1, -0.5, 0.0], [0.4, -0.2, 0.2], [-0.1, 0.3, -0.2], [-0.1, 0.2, -0.1], [-0.4, -0.8, 0.6], [0.1, 0.2, -0.1], [-0.2, 0.3, 0.1], [0.0, -0.1, -0.4], [-0.2, 0.1, -0.1], [0.1, 0.5, -0.3], [0.4, 0.0, 0.0], [0.1, 0.0, 0.2], [0.0, 0.0, -0.1], [0.1, 0.1, 0.2], [0.0, 0.0, -0.1], [-0.1, -0.2, 0.1]], "e_above_lowest_kcal_mol": 4.6, "fmax_ev_per_a": 1.08, "homo_ev": -8.01}


[2]
{"formula": "C6H10N3O", "method": "ωB97M-V/def2-TZVPD", "species": ["C", "C", "C", "C", "C", "C", "N", "N", "N", "O", "H", "H", "H", "H", "H", "H", "H", "H", "H", "H"], "xyz": [[-1.39393, 0.86980, -1.75811], [-1.63969, 1.40522, -0.51304], [-0.49758, -0.24552, -1.87302], [0.31597, -0.55808, -0.71164], [0.01983, 0.21445, 0.39496], [0.79617, -0.40504, 2.99937], [-0.93350, 1.12208, 0.59474], [-0.34863, -0.97888, -2.96278], [1.36912, -1.38108, -0.69769], [1.32194, -0.40843, 1.75173], [-2.07647, 1.00995, -2.61992], [-2.39695, 2.18687, -0.45371], [1.65163, -0.94712, 3.48390], [-0.11268, -0.93182, 3.22823], [0.60687, 0.59755, 3.33530], [-1.21769, 1.54064, 1.47974], [-0.77243, -0.60610, -3.89339], [0.37102, -1.74607, -3.14609], [1.32428, -2.07921, -1.29974], [1.69890, -1.54705, 0.27878]], "forces_ev_per_a": [[-0.1, -2.0, 0.0], [-1.0, 1.4, -1.4], [0.7, 0.5, 1.4], [-1.6, 2.6, 0.6], [3.7, -2.8, 2.9], [0.8, -0.4, 1.7], [0.0, -0.2, -0.7], [0.0, -0.5, -4.1], [0.8, 2.7, 3.8], [-3.3, 1.6, -5.2], [0.5, 0.5, 0.8], [0.1, -0.3, 0.4], [-0.8, 0.8, 0.7], [-0.5, -0.9, -0.5], [0.5, 0.7, 0.7], [0.5, -0.3, -0.1], [0.9, -1.1, 2.4], [-1.4, 1.8, 0.8], [0.2, -4.0, -3.0], [-0.2, -0.1, -1.3]], "e_above_lowest_kcal_mol": 105.8, "charge": 1, "fmax_ev_per_a": 6.36, "homo_ev": -12.53}


[3]
{"formula": "C67H85Cl2F7O18", "method": "ωB97M-V/def2-TZVPD", "species": ["C", "Cl", "Cl", "H", "H", "C", "C", "O", "C", "O", "O", "C", "H", "H", "H", "H", "H", "H", "H", "H", "C", "C", "O", "C", "O", "O", "C", "H", "H", "H", "H", "H", "H", "H", "H", "C", "C", "O", "C", "O", "O", "C", "H", "H", "H", "H", "H", "H", "H", "H", "C", "C", "O", "C", "O", "O", "C", "H", "H", "H", "H", "H", "H", "H", "H", "C", "C", "O", "C", "O", "O", "C", "H", "H", "H", "H", "H", "H", "H", "H", "C", "C", "O", "C", "O", "O", "C", "H", "H", "H", "H", "H", "H", "H", "H", "F", "C", "C", "C", "C", "C", "C", "H", "H", "H", "H", "H", "F", "C", "C", "C", "C", "C", "C", "H", "H", "H", "H", "H", "F", "C", "C", "C", "C", "C", "C", "H", "H", "H", "H", "H", "F", "C", "C", "C", "C", "C", "C", "H", "H", "H", "H", "H", "F", "C", "C", "C", "C", "C", "C", "H", "H", "H", "H", "H", "F", "C", "C", "C", "C", "C", "C", "H", "H", "H", "H", "H", "F", "C", "C", "C", "C", "C", "C", "H", "H", "H", "H", "H"], "xyz": [[3.36060, -2.84207, 0.80773], [4.04438, -4.00956, -0.29512], [3.93679, -1.25361, 0.24339], [2.29062, -2.99500, 0.66680], [3.73450, -2.97296, 1.82319], [2.02717, 0.34139, 2.36338], [0.49777, 0.46590, 1.78636], [0.32554, -0.45678, 0.77897], [-0.75498, -0.33228, -0.00486], [-1.66399, 0.48261, 0.09014], [-0.79773, -1.33280, -0.78308], [-1.53426, -1.25080, -1.97831], [2.79301, 0.75312, 1.70606], [2.27632, -0.69199, 2.60453], [2.15537, 0.84295, 3.32260], [0.38770, 1.52744, 1.56475], [-0.16627, 0.26874, 2.62795], [-1.31339, -0.43776, -2.66990], [-2.58758, -1.42535, -1.75890], [-1.39138, -2.12316, -2.61602], [-0.18931, -5.21558, -0.12285], [-1.60703, -4.77857, 0.37811], [-2.69642, -5.44781, -0.13280], [-3.19520, -5.16973, -1.34743], [-2.60982, -4.58901, -2.25160], [-4.43879, -5.61705, -1.39145], [-5.19083, -5.47869, -2.50536], [-0.07341, -5.13996, -1.20403], [-0.03582, -6.26619, 0.12366], [0.57633, -4.64080, 0.39821], [-1.63127, -3.70298, 0.20312], [-1.57314, -4.90974, 1.45966], [-4.83121, -5.94453, -3.42284], [-5.42087, -4.43508, -2.71997], [-6.21099, -5.84143, -2.37966], [0.28702, 4.49041, -0.49204], [0.17467, 4.34193, 1.11523], [1.25417, 5.01401, 1.74460], [2.33449, 4.48253, 2.20282], [2.73150, 3.35421, 1.88910], [2.71205, 5.28408, 3.23710], [3.80959, 4.97308, 4.02566], [-0.65044, 4.04536, -0.82551], [1.06989, 3.91076, -0.98115], [0.08251, 5.44977, -0.96733], [0.04003, 3.31438, 1.45302], [-0.72602, 4.86626, 1.43452], [4.73197, 5.32390, 3.56279], [3.88319, 3.89430, 4.16318], [3.61328, 5.62718, 4.87520], [-0.10946, -1.64612, 4.69312], [-0.35032, -2.56698, 3.54277], [-0.11634, -3.92666, 3.80830], [1.11611, -4.43526, 3.71430], [2.21404, -3.84509, 3.96443], [0.92577, -5.60633, 3.20033], [2.04606, -6.52732, 3.22050], [-0.37845, -0.60049, 4.54337], [0.96385, -1.57919, 4.87096], [-0.52810, -2.07978, 5.60129], [0.23930, -2.24486, 2.68447], [-1.42210, -2.59140, 3.34584], [1.81204, -7.29112, 2.47892], [2.08251, -7.04452, 4.17929], [3.01317, -6.08479, 2.98183], [-3.37793, 2.90110, 0.10428], [-3.40309, 2.79554, -1.48327], [-2.67111, 3.82673, -2.08397], [-3.24955, 5.01918, -2.26460], [-4.43907, 5.29618, -1.98317], [-2.34368, 5.88043, -2.68319], [-2.73643, 7.22665, -2.98836], [-2.34911, 3.05607, 0.42925], [-3.77973, 1.94549, 0.44114], [-4.08499, 3.68316, 0.38095], [-4.36776, 2.56036, -1.93295], [-2.84436, 1.89008, -1.72004], [-2.30472, 7.88930, -2.23828], [-3.80647, 7.43415, -2.99589], [-2.44692, 7.61933, -3.96308], [6.34718, -1.93148, 3.82580], [5.00145, -1.48702, 4.46378], [5.16034, -1.47892, 5.87758], [4.96256, -2.60372, 6.71611], [4.92139, -2.61995, 7.94584], [4.86441, -3.73883, 5.93849], [4.62692, -5.09704, 6.43472], [6.46593, -1.48342, 2.83927], [6.41246, -3.01800, 3.76820], [7.20034, -1.66709, 4.45056], [4.15987, -2.04747, 4.05666], [4.82682, -0.42965, 4.26482], [4.02970, -5.69634, 5.74751], [4.09551, -4.93763, 7.37296], [5.59880, -5.58313, 6.52007], [8.26918, 5.76851, 2.60828], [7.67253, 4.52991, 2.72358], [8.20424, 3.60954, 3.67939], [7.61468, 2.39364, 3.88785], [6.51516, 2.00410, 3.12904], [5.92452, 2.89935, 2.21041], [6.52839, 4.21041, 2.00551], [9.05363, 3.82387, 4.31105], [7.97301, 1.73607, 4.66605], [6.16552, 0.98485, 3.20174], [5.01184, 2.51911, 1.77586], [6.14890, 4.85727, 1.22837], [5.14637, -1.45418, -3.22367], [4.27488, -2.43017, -3.52295], [2.85212, -2.23365, -3.44639], [1.96647, -3.27155, -3.74077], [2.64301, -4.46593, -4.20891], [4.02049, -4.64141, -4.24226], [4.87943, -3.60282, -3.94351], [2.27783, -1.36472, -3.16080], [0.89876, -3.12101, -3.80199], [2.03466, -5.31535, -4.48241], [4.34541, -5.66434, -4.36239], [5.95029, -3.62259, -4.08233], [-4.86553, 2.05685, 6.37886], [-3.76174, 2.79658, 5.85420], [-3.84376, 4.14365, 5.94202], [-2.68802, 4.92512, 5.56672], [-1.55574, 4.28041, 5.11009], [-1.57515, 2.91820, 4.78104], [-2.64638, 2.16979, 5.29892], [-4.74403, 4.61203, 6.31151], [-2.69779, 5.99584, 5.70765], [-0.66414, 4.77855, 4.75892], [-0.74061, 2.47147, 4.26106], [-2.72443, 1.09438, 5.23734], [0.60251, 3.82608, -6.11106], [0.86395, 3.02989, -5.06211], [2.11613, 2.53339, -4.99110], [2.44864, 1.74966, -3.94423], [1.48203, 1.45270, -2.95452], [0.18971, 2.02344, -2.99402], [-0.08791, 2.80798, -4.08048], [2.83170, 2.83092, -5.74333], [3.40618, 1.27020, -3.80412], [1.76847, 0.96200, -2.03606], [-0.59400, 1.89512, -2.26209], [-1.02426, 3.34490, -4.11722], [-4.25211, 0.37180, -3.34851], [-4.65013, 1.29195, -4.26095], [-3.74351, 2.23238, -4.72594], [-4.09101, 3.27283, -5.61071], [-5.44837, 3.26055, -6.04538], [-6.30050, 2.24449, -5.69964], [-5.93228, 1.22928, -4.85571], [-2.75012, 2.19910, -4.30348], [-3.29413, 3.88651, -6.00414], [-5.77425, 4.06560, -6.68733], [-7.32685, 2.40195, -5.99665], [-6.52949, 0.37565, -4.57100], [-0.17650, 0.04200, -7.17974], [-0.81146, -1.00828, -6.60216], [-2.02649, -0.76176, -5.90847], [-2.64569, -1.85049, -5.33280], [-1.98760, -3.08762, -5.17626], [-0.75049, -3.28566, -5.80335], [-0.19405, -2.22550, -6.51356], [-2.51387, 0.20058, -5.96105], [-3.60720, -1.74133, -4.85323], [-2.49922, -3.91567, -4.70831], [-0.13528, -4.17330, -5.80664], [0.76056, -2.38636, -6.99236], [-7.03918, -3.16882, -2.01104], [-6.76671, -2.06918, -1.31167], [-5.43306, -1.66545, -1.27412], [-5.10113, -0.54141, -0.50763], [-6.06542, 0.16115, 0.24115], [-7.40870, -0.26398, 0.06736], [-7.76174, -1.41256, -0.64680], [-4.67892, -2.10665, -1.90896], [-4.10215, -0.13125, -0.52236], [-5.82756, 1.08495, 0.74751], [-8.10124, 0.37806, 0.59136], [-8.71873, -1.90942, -0.70751]], "forces_ev_per_a": [[0.2, 0.3, -0.4], [0.5, -1.1, -0.2], [-0.3, 0.1, 0.1], [0.0, 0.7, 0.5], [-0.3, -0.2, -0.2], [-1.5, -0.2, -0.3], [3.1, 1.2, 3.2], [-0.2, -0.2, -1.4], [-1.8, 1.8, 2.0], [1.5, 0.1, 0.1], [1.6, -2.4, -2.2], [-1.6, -1.2, -1.3], [-0.4, -0.1, -0.2], [-0.1, -0.2, -0.3], [-0.5, 0.4, 0.0], [-0.3, -0.4, -0.8], [-0.2, -0.2, -0.1], [-0.1, 0.6, 0.8], [-0.2, 1.0, 0.1], [0.9, -0.4, 0.5], [-1.1, -0.7, 0.0], [3.3, 1.3, 0.2], [-1.6, -0.9, -0.6], [1.1, 1.0, -0.8], [-0.7, -0.6, 1.1], [1.1, -1.0, 2.4], [-2.2, 1.2, -2.9], [0.0, 0.3, 0.1], [0.1, -0.1, 0.1], [-0.1, 0.1, -0.1], [-0.6, 0.1, -0.2], [-0.5, -0.2, 0.0], [0.6, -0.1, 0.2], [0.7, 0.1, -0.2], [0.3, -0.6, 0.7], [-1.7, -1.3, 1.4], [0.4, 0.8, -2.8], [-1.3, 1.7, -0.1], [0.1, -2.8, 1.3], [0.2, 2.2, 0.8], [-1.0, -0.3, -2.4], [1.0, 0.3, 0.1], [0.0, -0.7, -0.1], [0.2, 0.3, 0.3], [0.9, 0.6, 0.7], [0.5, 0.0, -0.2], [0.1, 0.2, 0.0], [0.1, -0.1, -0.1], [0.0, 0.1, 0.6], [0.4, -0.8, 0.6], [1.4, 0.0, 1.0], [-0.8, 1.1, -0.3], [0.6, -0.5, 0.6], [2.5, 3.4, 0.4], [-3.7, -2.1, -0.8], [1.4, -2.1, -0.1], [-0.2, -0.6, -0.3], [-0.6, -0.3, -0.1], [0.2, -0.2, 0.1], [-0.3, 0.3, 0.0], [-0.2, -0.1, -0.3], [0.1, 0.3, -0.6], [0.0, 0.2, -0.1], [0.0, 0.3, 0.1], [-0.3, 0.4, 0.1], [-1.1, 0.0, -2.3], [0.3, -1.8, 2.1], [0.3, 1.4, -1.0], [-3.8, 0.6, 1.6], [3.2, -1.0, -1.0], [0.4, 0.4, -1.0], [-0.7, 1.2, 0.4], [-0.3, 0.0, 0.1], [0.3, 0.1, 0.3], [0.3, 0.2, 0.3], [-0.3, 0.9, 0.2], [0.3, 0.1, 0.0], [0.1, -0.2, 0.1], [-0.1, -0.8, 0.5], [0.7, -0.9, -0.1], [-0.6, -0.2, 0.2], [1.6, 0.0, -0.7], [-1.0, -2.0, 3.2], [0.0, -1.1, 0.2], [0.2, 0.8, -3.3], [0.0, 0.8, -0.8], [0.2, 1.6, 0.8], [0.0, -0.1, -0.1], [-0.2, 0.0, -0.3], [-0.2, 0.5, 0.0], [-0.1, -0.3, 0.5], [0.0, 0.0, -0.1], [-0.1, 0.7, -0.3], [0.2, -0.7, 0.2], [-0.1, 0.1, 0.4], [-0.6, -1.2, -0.1], [0.2, -0.7, 1.0], [-0.1, 1.3, -0.4], [-0.5, -0.3, -0.4], [-0.3, 1.0, -0.9], [1.8, 0.3, 1.2], [-0.3, -1.9, 0.1], [0.1, 0.6, -0.2], [0.3, -0.1, -0.1], [-0.4, 0.1, 0.1], [0.0, 0.7, -0.6], [-0.1, 0.2, 0.2], [-0.4, 0.8, 0.2], [-1.1, 0.0, -0.3], [0.1, -0.5, 0.3], [3.6, -1.5, -1.6], [-1.7, 0.6, 0.9], [-1.0, -0.4, 0.3], [-0.9, 0.7, 0.1], [1.1, 0.8, 0.2], [0.1, -0.1, 0.3], [-0.1, -0.2, 0.0], [0.4, 0.1, -0.6], [0.0, -0.2, 0.3], [2.1, 0.9, -1.1], [-0.8, -1.1, 0.6], [1.3, 2.0, -0.3], [-1.2, -1.2, 0.9], [0.1, -0.4, -1.6], [-1.3, -0.1, 1.8], [-0.4, -0.5, -0.5], [0.0, 0.1, 0.1], [-0.1, 0.0, 0.0], [-0.1, 0.7, 0.3], [0.0, -0.2, 0.1], [0.3, -0.2, -0.2], [-0.5, 0.3, -0.1], [-1.0, 0.5, 0.3], [1.2, 0.3, -1.2], [-0.8, -1.8, 2.5], [-0.4, 0.8, 0.4], [1.5, -0.6, -0.6], [-0.7, 1.0, -0.8], [0.1, -0.1, -0.1], [0.3, 0.3, -0.3], [0.2, -0.5, -0.1], [0.3, -0.2, 0.4], [-0.1, 0.0, -0.2], [-0.2, 0.2, -0.4], [-0.9, 0.4, -1.8], [0.4, 0.7, 0.5], [-1.5, -2.2, 0.3], [2.4, 1.1, -0.2], [-0.9, 0.7, 0.1], [1.6, -0.9, 1.7], [0.2, -0.1, -0.1], [-0.3, 0.4, 0.1], [-0.2, 0.0, -0.1], [-0.2, -0.6, -0.2], [-0.5, 0.2, -0.1], [-0.3, -0.5, -0.1], [-0.9, 1.0, 1.6], [0.8, -0.5, -1.5], [0.5, -0.7, 1.1], [0.2, -0.2, -1.2], [-0.6, 1.0, 0.0], [0.6, -0.3, -0.4], [0.1, 0.1, 0.0], [-0.1, 0.2, 0.0], [0.0, 0.1, 0.3], [-0.5, -0.4, 0.4], [0.1, 0.2, -0.1], [-0.6, -0.6, -0.4], [1.9, 0.4, 0.3], [-0.2, 1.1, 0.3], [-0.4, 0.3, 0.4], [-0.9, -1.5, -2.1], [1.0, 0.7, 1.1], [0.1, 0.2, 0.3], [-0.1, -0.3, 0.0], [0.3, -0.3, 0.0], [0.0, -0.1, 0.2], [-0.7, -0.4, -0.1], [-0.4, 0.6, 0.2]], "fmax_ev_per_a": 4.60, "homo_ev": -8.98}


| no. | E_tot (hartree) |
| --- | --- |
| 1 | -762.44200 |
| 2 | -473.77431 |
| 3 | -5577.63591 |